ORCA calculation (ωB97M-V/def2-TZVPD) on a structure of composition C37H38Cl2O2P2W in a non-equilibrium geometry.

Properties
* HOMO level (alpha / beta): -12.79 / -13.67 eV
* spin multiplicity: 3
* LUMO level (alpha / beta): -6.9 / -7.9 eV
* ΔE to the lowest compared entry with this formula, charge and spin: 0.0 kcal/mol
* <S²>: 2.017
* electronic energy: -88507.46697 eV
* total charge: +2

The geometry in XYZ format:
```
82
Properties=species:S:1:pos:R:3:forces:R:3:mulliken_charge:R:1
W -1.673893 -2.884299 2.823741 -5.2 -1.6 -1.9 1.050
C -0.754833 -3.284511 4.819800 2.8 1.2 0.7 -0.076
C -0.099939 -2.156470 4.231777 0.5 -1.5 1.0 -0.706
C 1.312383 -2.289149 3.690533 0.9 0.3 0.2 -0.882
C 1.338070 -2.438669 2.156861 0.6 0.0 -0.2 -0.999
C 0.100635 -3.185818 1.663008 0.2 0.2 0.3 -1.019
C -0.310961 -4.446026 2.244569 0.9 0.0 -1.0 -0.091
C 0.420983 -5.079467 3.403505 0.5 -1.0 0.9 -0.994
C -0.085393 -4.635740 4.796221 0.0 -0.4 0.6 -0.803
C -2.698184 -3.721174 1.084474 0.7 0.9 0.0 -1.105
H -1.400381 -3.078212 5.681420 -0.4 -0.1 -0.7 0.791
H -0.497570 -1.160369 4.486974 0.0 -0.2 -0.1 0.570
H 1.852740 -3.125881 4.184518 -0.7 0.5 -0.3 0.307
H 1.910121 -1.412045 4.004756 -0.4 -0.2 -0.3 0.469
H 1.400071 -1.438060 1.692707 -0.1 -0.6 0.1 0.243
H 2.273853 -2.957902 1.857439 -0.5 0.1 0.1 0.513
H -0.273688 -2.946128 0.658273 0.5 -0.3 0.1 0.851
H -0.804350 -5.180801 1.593402 0.2 0.6 0.4 0.584
H 1.518290 -4.931328 3.368149 -0.6 0.0 -0.4 0.343
H 0.277138 -6.178901 3.366889 0.1 0.6 -0.2 0.433
H -0.783909 -5.384616 5.205141 0.3 0.4 -0.3 0.126
H 0.749552 -4.629245 5.529479 -0.3 0.1 -0.4 0.532
H -3.508215 -2.999546 1.447978 0.2 -0.2 0.1 0.439
H -3.071304 -4.754109 1.111338 0.0 0.6 0.2 0.371
H -2.441800 -3.441861 0.044624 0.0 0.0 0.5 0.469
P 0.275906 3.294730 -1.057199 1.1 1.1 0.9 0.768
P 0.139629 1.730908 -3.238207 1.2 -0.3 -1.9 0.319
C 1.923189 2.808789 -1.615049 -0.2 -1.1 -1.4 -0.436
C 1.853444 2.173940 -2.818600 -0.1 0.9 1.5 -0.939
C 0.447112 5.120046 -1.000380 -0.6 0.2 -0.4 0.402
C 1.684567 5.774378 -0.920011 -0.1 0.0 0.2 0.043
C 1.729288 7.160560 -0.737444 -0.1 -0.2 -0.1 -0.661
C 0.552651 7.913881 -0.754598 0.0 -0.4 0.0 -0.474
C -0.670926 7.270703 -0.953712 0.0 0.0 0.0 -0.663
C -0.729552 5.883213 -1.071631 0.3 0.0 0.2 -0.430
C 0.296627 2.719271 0.671117 -0.3 -0.3 0.1 0.516
C 0.135569 1.328061 0.814535 0.0 0.4 0.3 -0.527
C 0.151876 0.776264 2.089970 -0.1 0.0 0.1 -0.235
C 0.416935 1.570261 3.210228 -0.2 0.3 -0.3 -0.756
C 0.561418 2.957330 3.060484 0.0 -0.1 -0.1 -0.876
C 0.467816 3.547666 1.792505 0.0 -0.4 0.0 -0.743
C 0.168364 2.164623 -5.045534 -0.7 0.5 -0.3 0.451
C 0.189268 3.533469 -5.376095 0.3 -0.1 0.0 -0.411
C 0.484020 3.945465 -6.678872 0.0 -0.1 0.0 -0.600
C 0.698972 2.999951 -7.691836 -0.2 -0.1 0.5 -0.471
C 0.539068 1.640131 -7.397405 -0.1 0.3 0.2 -0.623
C 0.237182 1.232101 -6.091799 0.3 -0.2 0.0 -0.361
C 0.303532 -0.077576 -3.307064 -0.7 -0.4 0.9 0.582
C -0.862877 -0.827491 -3.566618 0.5 0.0 -0.2 -0.505
C -0.740183 -2.183933 -3.863753 0.1 -0.1 0.1 -0.698
C 0.522722 -2.795295 -3.846606 0.0 0.2 0.1 -0.517
C 1.649579 -2.072474 -3.438753 -0.1 -0.1 0.1 -0.729
C 1.535022 -0.723106 -3.109885 -0.2 0.1 -0.3 -0.224
H 2.797985 2.995897 -0.990233 0.0 0.1 -0.5 0.713
H 2.668228 1.871667 -3.482255 -0.1 0.2 0.4 0.823
H 2.607552 5.204702 -1.004564 -0.1 0.2 0.2 0.313
H 2.692206 7.647445 -0.589198 -0.2 -0.1 -0.1 0.420
H 0.595719 8.996094 -0.628374 0.0 -0.3 0.0 0.399
H -1.584652 7.855673 -1.017636 0.1 -0.1 0.0 0.401
H -1.679186 5.374941 -1.227618 0.1 0.2 0.1 0.414
H 0.015890 0.695609 -0.071410 -0.1 0.2 0.3 0.229
H -0.071509 -0.287815 2.215039 0.2 0.4 0.0 0.713
H 0.494825 1.105456 4.196190 -0.1 0.3 -0.3 0.336
H 0.739483 3.584254 3.937845 -0.1 -0.2 -0.3 0.399
H 0.552543 4.633035 1.679541 0.0 -0.4 0.0 0.371
H 0.009770 4.270413 -4.592746 0.2 0.0 -0.2 0.420
H 0.555633 5.009739 -6.906816 -0.1 -0.3 0.1 0.394
H 0.962375 3.322673 -8.700614 -0.1 -0.1 0.3 0.397
H 0.662286 0.899853 -8.189961 -0.1 0.2 0.3 0.395
H 0.097014 0.170438 -5.889721 0.2 0.2 0.0 0.311
H -1.842452 -0.337406 -3.552573 0.4 -0.2 -0.2 0.431
H -1.628626 -2.763661 -4.121872 0.3 0.2 0.1 0.502
H 0.627193 -3.844682 -4.125660 -0.1 0.3 0.1 0.459
H 2.632509 -2.546432 -3.378551 -0.4 0.1 0.0 0.439
H 2.400994 -0.167029 -2.736697 -0.3 -0.3 -0.3 0.447
Cl -2.766573 -6.967033 4.985135 -0.1 0.4 0.5 -0.103
C -3.387551 -5.396526 5.565070 -0.7 0.1 -0.8 0.058
Cl -2.755623 -4.853127 7.127042 0.1 -0.2 -0.3 -0.083
C -3.239854 -4.273307 4.478401 -1.4 -0.7 1.5 0.431
O -3.709959 -3.150785 4.761586 1.7 -0.9 -1.7 -0.575
O -2.690487 -4.651204 3.367706 0.2 1.6 1.1 -0.461
H -4.465367 -5.524423 5.687581 0.2 0.0 0.1 0.390
```
Positions in Å, forces in eV/Å.



ORCA calculation (ωB97M-V/def2-TZVPD) on a structure of composition C3H4N2O in a non-equilibrium geometry.

Properties
* HOMO level: -9.09 eV
* LUMO level: 0.5 eV
* ΔE to the lowest compared entry with this formula, charge and spin: 96.5 kcal/mol
* electronic energy: -8199.70161 eV
* total charge: 0

The geometry in XYZ format:
```
10
Properties=species:S:1:pos:R:3:forces:R:3:mulliken_charge:R:1
O 1.795026 0.679570 -0.623167 -0.1 0.0 0.4 -0.509
C 0.604798 0.234148 -0.169168 -0.4 -1.3 -0.6 0.646
C 0.303842 -0.596137 0.979247 0.7 2.2 -0.7 -0.832
C -1.104380 -0.820937 0.693645 -0.5 0.3 -0.4 -0.103
N -1.549493 -0.306603 -0.436554 0.2 -0.4 0.7 -0.625
N -0.497273 0.340207 -0.974008 0.5 0.3 0.0 0.193
H 2.476660 0.249681 -0.074699 -0.3 0.2 -0.2 0.381
H 0.392598 0.726895 1.112646 -0.4 -1.3 0.9 0.162
H -1.790455 -1.416249 1.290412 0.2 0.2 -0.1 0.430
H -0.631323 0.909426 -1.798354 0.1 -0.2 0.1 0.257
```
Positions in Å, forces in eV/Å.



ORCA calculation (ωB97M-V/def2-TZVPD) on an isolated molecule of C5H6N2OS in a non-equilibrium geometry.

Properties
* HOMO level: -7.67 eV
* LUMO level: 0.8 eV
* ΔE to the lowest compared entry with this formula, charge and spin: 33.4 kcal/mol
* structure (SMILES): OC1Nc2cscc2N1
* electronic energy: -21143.65073 eV
* total charge: 0

The geometry in XYZ format:
```
15
Properties=species:S:1:pos:R:3:forces:R:3:mulliken_charge:R:1
C 1.731775 0.984062 -0.918476 -0.7 0.6 2.2 -0.702
C 0.885538 1.407548 1.477037 0.2 1.4 -0.6 -0.485
C 0.694657 0.163664 -0.571756 1.7 0.9 0.8 -0.014
C 0.259747 0.441905 0.752550 -0.9 -0.1 1.0 0.456
C -1.075308 -1.365448 -0.165964 1.5 2.1 1.7 0.064
N 0.118532 -1.013649 -1.008041 -1.2 -1.5 -0.4 -0.281
N -0.826280 -0.368288 1.068290 -0.8 -2.4 0.6 -0.376
O -2.201693 -1.000698 -0.836238 -2.0 -0.9 -0.6 -0.554
S 2.152942 2.086666 0.458767 -0.8 -1.1 -1.1 -0.130
H 2.362406 0.988560 -1.747605 0.8 -0.1 -1.2 0.486
H 0.550049 2.066415 2.322883 0.4 -1.4 -0.8 0.333
H -1.239180 -2.490519 0.098275 0.8 2.2 -0.3 0.283
H -0.161691 -1.110696 -1.985306 0.4 0.2 0.4 0.296
H -0.822946 -0.713166 2.077978 -0.2 0.2 -2.3 0.277
H -2.428546 -0.076356 -1.022394 1.0 -0.1 0.6 0.346
```
Positions in Å, forces in eV/Å.



ORCA calculation (ωB97M-V/def2-TZVPD) on a structure of composition C15H15BeF4N2S5.

Properties
* HOMO level: -3.85 eV
* LUMO level: 2.7 eV
* electronic energy: -84231.35057 eV
* total charge: -1

The geometry in XYZ format:
```
42
Properties=species:S:1:pos:R:3:forces:R:3:mulliken_charge:R:1
Be 0.495698 0.070275 -0.250058 0.0 0.1 0.2 -0.185
C -0.696118 0.613542 2.868508 -0.1 -0.2 -0.1 -1.212
C 0.522397 -0.244732 2.571314 0.0 0.4 0.3 -0.711
N 0.485039 -1.078020 1.350586 -0.1 0.1 0.0 0.784
C 1.615199 -2.020544 1.487008 0.4 -0.2 0.0 -0.860
C 1.791923 -3.035898 0.364680 -0.1 0.2 0.1 -1.345
C -0.773666 -1.802930 1.189190 -0.5 -0.1 -0.2 -1.398
C -1.728759 -1.038950 0.281913 -0.3 0.0 0.1 -0.517
N -0.971288 -0.501642 -0.831482 0.6 -0.4 0.3 0.476
C -1.662371 -0.010501 -1.876146 -0.3 0.3 -0.6 0.023
C -0.966174 0.374866 -3.051059 0.3 0.0 -0.1 0.295
F 0.370347 0.198645 -3.080673 -0.2 0.0 0.0 -0.254
C -1.575328 0.914605 -4.160148 -0.2 0.0 0.1 0.058
F -0.832765 1.274066 -5.227562 0.0 -0.1 0.2 -0.323
C -2.947828 1.104093 -4.215986 0.1 -0.1 0.3 -0.561
C -3.661444 0.729598 -3.093741 0.1 0.1 -0.3 0.038
F -5.004732 0.907116 -3.096871 0.2 -0.1 0.1 -0.335
C -3.062646 0.195403 -1.966088 0.0 0.0 0.0 0.618
F -3.893112 -0.087534 -0.924240 0.1 0.1 -0.1 -0.344
H -0.451931 1.242342 3.723028 -0.1 0.0 0.1 0.421
H -0.936441 1.269264 2.037974 0.0 0.0 0.1 0.148
H -1.565178 0.008930 3.114223 -0.1 -0.1 0.1 0.296
H 1.389858 0.413193 2.472520 0.0 -0.1 0.0 0.359
H 0.691065 -0.895552 3.446134 0.1 0.0 -0.2 0.414
H 2.521574 -1.415774 1.537994 -0.1 0.0 0.1 0.556
H 1.511677 -2.564418 2.438270 0.0 0.1 0.0 0.450
H 1.608755 -2.575314 -0.600235 0.0 0.0 -0.2 0.239
H 2.819480 -3.391422 0.382535 0.1 0.0 0.0 0.373
H 1.142306 -3.901683 0.478998 -0.1 0.0 0.0 0.406
H -0.565007 -2.746606 0.690119 0.1 0.0 0.1 0.516
H -1.238771 -2.019342 2.157462 0.0 -0.1 0.0 0.219
H -2.493463 -1.733669 -0.083227 0.0 0.0 0.2 0.587
H -2.238337 -0.239929 0.829861 0.0 -0.1 0.1 0.400
H -3.421651 1.530278 -5.081049 -0.1 0.1 -0.1 0.481
S 5.237147 4.619274 1.722898 0.3 0.3 0.1 -0.329
C 4.109312 3.606615 1.095533 -0.4 -0.3 -0.2 0.105
S 4.487640 2.054191 0.408412 -0.4 0.5 0.2 -0.114
C 2.844199 1.566578 0.039817 0.1 0.6 0.2 0.121
C 1.875409 2.456871 0.359896 0.6 0.1 0.1 0.093
S 0.202979 2.157132 0.102854 -0.3 -0.1 -0.4 -0.429
S 2.407425 3.968326 1.076563 0.5 -0.5 -0.1 -0.116
S 2.557580 0.029255 -0.689728 0.0 -0.3 -0.5 -0.446
```
Positions in Å, forces in eV/Å.



- Which of these has the highest electronic energy?
  C3H4N2O



- The lowest total charge belongs to which entry?
  C15H15BeF4N2S5



- Which value of electronic energy does entry 3 give?
  -21143.65073 eV